Record 1
The following is a quantum chemistry calculation of 7 unconnected molecules or ions with the total composition C28H67N5O7 at a distorted geometry, from the Open Molecules 2025 dataset.

Calculated values
Gap between HOMO and LUMO (alpha / beta): 0.05848 / 0.30660 Eh
LUMO energy (alpha / beta): 2.09 / 2.04 eV
Expectation value of S²: 0.750
Net charge: -1
E: -1907.3083 Eh
Multiplicity: 2
Strongest force on any atom: 0.0889 Eh/bohr

XYZ file:
```
107
Properties=species:S:1:pos:R:3:lowdin_spin:R:1
C 0.83218 4.62524 -3.74261 0.15
O 0.39503 4.35104 -2.63636 0.03
N 0.17002 4.48840 -4.84035 0.11
N 2.05525 5.05981 -3.91426 0.05
H -0.79876 4.22179 -4.73800 0.07
H 0.50233 4.44320 -5.79304 0.12
H 2.66978 5.08504 -3.11313 0.01
H 2.27391 5.66660 -4.69150 0.07
C 2.39749 4.53488 4.71765 0.00
C 1.30866 3.52599 4.40550 0.00
C -0.08741 4.25046 4.58711 0.00
C -1.23979 3.31629 4.26581 0.00
C -1.11669 2.86351 2.75893 0.00
C 0.28945 2.16718 2.45753 0.00
N 1.39976 2.96065 2.99640 0.00
O 2.70068 2.48709 2.72881 0.01
C 0.15080 0.65952 2.80991 0.00
C 0.52069 2.18468 0.92300 0.01
C 1.40707 2.31970 5.48879 0.00
H 3.38058 4.07868 4.60147 0.00
H 2.39756 4.67311 5.79885 0.00
H 2.29094 5.45432 4.14199 0.00
H -0.21316 4.82452 5.50512 0.00
H -0.15029 5.09664 3.90292 0.00
H -2.17354 3.83108 4.49206 0.00
H -1.32154 2.41605 4.87490 0.00
H -1.28426 3.73641 2.12800 0.00
H -1.88742 2.13644 2.50311 0.00
H -0.30786 0.55473 3.79315 0.00
H -0.40689 -0.00840 2.15344 0.00
H 1.10280 0.14735 2.94949 0.00
H 1.56126 1.91774 0.73848 0.00
H 0.04649 1.45436 0.26734 0.00
H 0.39759 3.22288 0.61464 0.00
H 2.32244 1.76036 5.29553 0.00
H 0.53275 1.68333 5.62551 0.00
H 1.42876 2.74758 6.49106 0.00
H 3.01223 2.97707 1.96431 0.00
C -4.15253 1.35599 -1.09641 0.02
C -3.68432 -0.11901 -1.18195 0.00
C -2.64585 -0.30371 -0.06674 0.00
C -2.51660 -1.75482 0.48233 0.00
C -3.80813 -2.57078 0.66811 0.00
C -4.70310 -2.47591 -0.66572 0.00
N -4.88002 -0.99512 -1.00733 0.00
O -5.86243 -0.76087 -1.98480 0.01
C -4.08634 -3.27338 -1.85289 0.00
C -6.06583 -3.11831 -0.19561 0.00
C -2.95090 -0.30838 -2.57069 0.03
H -4.43344 1.87199 -2.01453 0.01
H -3.39261 1.99938 -0.65294 0.01
H -5.01018 1.54726 -0.45146 0.00
H -1.69930 0.08754 -0.43966 0.00
H -2.88020 0.40897 0.72399 0.00
H -1.89826 -1.79908 1.37888 0.00
H -1.89838 -2.33283 -0.20456 0.00
H -4.34785 -2.10826 1.49447 0.00
H -3.51120 -3.60156 0.86156 0.00
H -4.28858 -4.33254 -1.69354 0.00
H -4.59990 -2.97309 -2.76623 0.00
H -3.01846 -3.07524 -1.94502 0.00
H -6.01234 -4.19802 -0.05612 0.00
H -6.49599 -2.71428 0.72081 0.00
H -6.77236 -3.08173 -1.02481 0.00
H -3.65763 -0.26044 -3.39915 0.01
H -2.44091 -1.26387 -2.69341 0.00
H -2.30999 0.56511 -2.69050 0.02
H -6.50900 -0.25475 -1.48741 0.00
C 0.64147 -1.99354 -1.07805 0.00
C 2.17512 -2.04229 -0.98338 0.00
C 2.52759 -1.70407 0.54588 0.00
C 2.35322 -2.85506 1.50585 0.00
C 3.15349 -4.04884 0.96505 0.00
C 2.84665 -4.51940 -0.44161 0.00
N 2.81462 -3.32339 -1.37715 0.00
O 2.60663 -3.59555 -2.75715 0.01
C 4.12727 -5.36830 -0.87575 0.00
C 1.61640 -5.37008 -0.66510 0.00
C 2.87061 -0.91502 -1.81310 0.01
H 0.36684 -2.41010 -2.04715 0.00
H 0.34824 -0.94494 -1.02749 0.00
H 0.25336 -2.56363 -0.23398 0.00
H 3.52284 -1.27840 0.67384 0.00
H 1.88838 -0.86366 0.81649 0.00
H 1.30862 -3.12912 1.65351 0.00
H 2.64544 -2.51290 2.49864 0.00
H 2.88118 -4.89347 1.59794 0.00
H 4.19665 -3.74119 1.03760 0.00
H 4.18749 -5.79644 -1.87633 0.00
H 5.04302 -4.89572 -0.52055 0.00
H 4.15695 -6.35952 -0.42330 0.00
H 0.72387 -4.77240 -0.47999 0.00
H 1.63746 -5.73243 -1.69289 0.00
H 1.67200 -6.27591 -0.06137 0.00
H 3.95541 -1.02080 -1.80253 0.00
H 2.54903 0.11404 -1.65270 0.00
H 2.61240 -1.18893 -2.83604 0.00
H 1.79242 -4.08539 -2.62031 0.00
O 4.08845 2.58740 -2.71804 0.03
H 4.43874 1.80329 -3.14078 0.01
H 3.14155 2.52493 -2.84340 0.01
O 1.22774 1.85394 -2.56518 0.03
H 0.38530 1.40020 -2.53943 0.01
H 0.99901 2.78163 -2.62266 0.00
O 2.09641 0.71908 -5.01477 0.07
H 2.20033 1.65022 -5.21074 0.03
H 1.92156 0.68986 -4.07413 0.01
```

Record 2
The following is a quantum chemistry calculation of 13 unconnected molecules or ions with the total composition C28H68BrF4IN2O19 at a distorted geometry, from the Open Molecules 2025 dataset.

Calculated values
Gap between HOMO and LUMO: 0.32664 Eh
LUMO energy: 0.15 eV
E: -5917.6478 Eh
Strongest force on any atom: 0.0859 Eh/bohr

XYZ file:
```
123
Properties=species:S:1:pos:R:3:mulliken_charge:R:1
N -1.40877 0.55571 -2.05373 -0.42
C -0.26952 0.76086 -1.20086 1.01
C -0.78083 1.67599 -0.02354 -1.36
O -0.18956 1.30004 1.24399 -0.12
C -0.75927 1.89216 2.30766 0.74
F -1.47195 2.98049 2.03166 -0.24
F -1.43852 1.00617 3.02177 -0.25
F 0.27301 2.31103 3.11666 -0.23
O 0.42288 -0.39069 -0.76128 -0.47
C -0.33227 -1.60145 -0.75122 -0.35
C -1.51525 -1.65680 0.27238 0.42
C -2.90406 -2.07984 -0.38140 -0.99
C -3.38768 -3.47800 0.08521 -1.21
I -2.71543 -4.90944 -1.41752 0.01
C 0.79036 1.62521 -2.05272 1.12
C 1.83744 2.16172 -1.01491 -0.33
C 3.29870 2.15791 -1.54321 -0.09
O 3.96436 1.22381 -1.49726 -0.43
F 3.85995 3.30013 -2.05494 -0.24
N 1.49136 0.66029 -2.92670 -0.74
C 1.06116 0.60088 -4.05090 0.31
O 0.70796 0.58083 -5.11874 -0.40
O 0.03032 2.60062 -2.71357 -0.49
C 0.76370 3.73362 -3.16138 0.19
C 0.45565 5.02555 -2.31047 -0.75
C -1.03045 5.48774 -2.47994 -0.32
O -1.93279 4.73217 -2.51486 -0.44
C 0.19861 4.03414 -4.61207 -0.58
C 0.73380 5.34332 -5.19662 0.15
O 1.85226 5.65456 -5.21631 -0.42
Br -0.62713 6.54094 -5.99366 -0.17
H -1.23783 -0.07732 -2.82948 0.21
H -2.26400 0.34627 -1.55375 0.31
H -0.65883 2.75112 -0.26881 0.16
H -1.88134 1.53953 0.08211 0.60
H -0.67692 -1.92513 -1.75865 0.13
H 0.38383 -2.39339 -0.44574 0.29
H -1.64823 -0.74349 0.87627 -0.30
H -1.29642 -2.46919 1.00109 0.61
H -3.61203 -1.25742 -0.12235 0.35
H -2.77446 -2.01807 -1.48002 0.55
H -3.05124 -3.76869 1.08872 0.48
H -4.49130 -3.48103 0.00193 0.39
H 1.88600 1.52853 -0.10831 0.55
H 1.64935 3.19166 -0.66158 0.18
H 1.84712 3.57790 -3.31269 0.09
H 1.12063 5.85894 -2.60308 0.57
H 0.58435 4.86502 -1.22160 0.46
H -1.19187 6.59057 -2.57551 0.40
H -0.89494 3.91523 -4.66923 0.66
H 0.61823 3.22225 -5.25318 0.39
C -0.87312 -2.16423 -6.17568 -0.61
O -0.64453 -2.15756 -4.76953 -0.33
H -1.94490 -2.11628 -6.35648 0.24
H -0.39119 -1.29803 -6.63451 0.18
H -0.47480 -3.08492 -6.60962 0.28
H 0.30885 -2.20134 -4.63728 0.23
C -0.87244 -7.87364 -4.12112 -0.75
O -1.51693 -6.85238 -3.36673 -0.39
H -0.55790 -8.66024 -3.43803 0.24
H -1.56519 -8.29177 -4.85521 0.32
H 0.00562 -7.46706 -4.62976 0.30
H -1.78896 -6.16495 -3.98589 0.28
C -3.97726 -6.01893 3.46979 -0.65
O -4.49464 -5.40539 2.28947 -0.48
H -3.39442 -6.89019 3.17922 0.30
H -3.33533 -5.31852 4.00431 0.29
H -4.79873 -6.33377 4.11624 0.24
H -5.00628 -4.63854 2.56785 0.29
C 1.20478 5.24695 5.28520 -0.40
O 0.11602 4.95529 4.41735 -0.51
H 0.97043 6.15276 5.84034 0.25
H 1.35553 4.42390 5.98929 0.08
H 2.11680 5.40817 4.70378 0.26
H 0.33987 4.15219 3.93496 0.29
C 1.10202 -6.85920 -1.19525 -0.26
O 0.90589 -5.80146 -0.26688 -0.41
H 0.20603 -6.95036 -1.80287 -0.17
H 1.95686 -6.63841 -1.84155 0.30
H 1.27592 -7.79886 -0.66283 0.29
H 1.70851 -5.73424 0.26307 0.23
C 3.52570 2.92591 -6.99755 -0.30
O 4.18270 4.13888 -6.66224 -0.54
H 4.24428 2.26456 -7.47746 0.31
H 3.14205 2.44230 -6.09286 -0.02
H 2.70116 3.12242 -7.68958 0.24
H 3.52985 4.70765 -6.23963 0.36
C 3.88603 7.65255 -1.20977 -0.53
O 2.46519 7.56333 -1.13966 -0.44
H 4.27183 6.71269 -1.59949 0.18
H 4.17813 8.46579 -1.87802 0.28
H 4.30013 7.82622 -0.21367 0.28
H 2.14170 8.40185 -0.79370 0.27
C -5.54464 3.00172 2.20302 -0.61
O -4.34656 2.43840 1.68031 -0.37
H -6.35958 2.30234 2.02859 0.20
H -5.44112 3.17274 3.27737 0.27
H -5.76664 3.94542 1.69876 0.27
H -3.63877 3.07078 1.84359 0.23
C 1.69998 1.23715 7.51752 -0.40
O 0.30383 1.31474 7.25212 -0.53
H 1.83965 0.94074 8.55582 0.29
H 2.15949 0.49530 6.86455 0.13
H 2.16371 2.21454 7.35583 0.17
H 0.20255 1.57750 6.33090 0.32
C -2.35256 -6.23519 7.31877 -0.53
O -3.28189 -6.46467 6.26469 -0.44
H -1.53467 -5.63116 6.93160 0.21
H -2.83852 -5.69964 8.13804 0.26
H -1.95595 -7.18598 7.68351 0.24
H -3.99704 -6.99959 6.62525 0.27
C 3.00438 -0.40430 3.62626 -0.35
O 2.41188 0.58243 4.46385 -0.41
H 3.30654 -1.24654 4.24604 0.19
H 2.28172 -0.74647 2.88042 0.02
H 3.88394 0.00772 3.12489 0.35
H 2.15227 1.31722 3.89728 0.21
C 2.59376 -3.97909 2.77984 -0.28
O 3.82157 -4.54525 2.33334 -0.53
H 1.80224 -4.71209 2.63494 0.28
H 2.66159 -3.72796 3.84153 0.32
H 2.36608 -3.08180 2.19787 -0.05
H 4.50944 -3.88516 2.46783 0.29
```